13
Properties=species:S:1:pos:R:3 method="wB97M-V/def2-TZVPD" total_charge=0 e_homo_ha=-0.3656 homo_lumo_gap_ha=0.389 fmax_ev_per_a=4.383 e_lumo_ev=0.630 e_above_lowest_kcal_mol=15.4
H 1.39 -1.53 1.28
N 0.81 -0.80 0.93
C 0.55 -0.69 -0.28
C 1.06 -1.38 -1.45
C -0.46 0.52 -0.58
O -0.63 0.91 -1.70
O -1.03 1.10 0.48
H 0.49 -2.25 -1.50
H 2.10 -1.71 -1.42
H 0.84 -0.69 -2.23
H -0.73 0.70 1.23
Cl -2.10 2.36 2.96
H -2.30 3.47 2.29

=====

53
Properties=species:S:1:pos:R:3 method="wB97M-V/def2-TZVPD" total_charge=0 e_homo_ha=-0.2573 homo_lumo_gap_ha=0.232 fmax_ev_per_a=1.128 e_lumo_ev=-0.683 e_above_lowest_kcal_mol=20.4
Pd 0.22 -0.57 -0.59
Cl 0.90 -0.05 4.48
C 2.07 -0.32 3.23
C 3.38 -0.67 3.58
C 4.33 -0.88 2.62
Cl 5.95 -1.32 3.11
C 4.00 -0.76 1.26
C 4.92 -1.01 0.21
C 4.52 -0.94 -1.09
C 3.19 -0.59 -1.37
N 2.32 -0.33 -0.43
C 2.68 -0.41 0.90
C 1.66 -0.14 1.90
O 0.49 0.24 1.56
H 3.63 -0.77 4.63
H 5.94 -1.28 0.46
H 5.20 -1.14 -1.90
H 2.84 -0.52 -2.39
C -3.49 -1.83 0.20
As -2.18 -0.68 -0.59
C -2.78 -0.62 -2.43
C -2.71 1.10 0.00
C -3.95 1.33 0.61
C -4.29 2.61 1.04
C -3.39 3.66 0.87
C -2.16 3.42 0.27
C -1.82 2.14 -0.16
As -0.10 1.82 -1.02
C 1.09 2.89 0.05
C -0.34 2.96 -2.56
H -4.45 -1.59 -0.23
H -3.50 -1.72 1.28
H -3.21 -2.85 -0.06
H -3.81 -0.28 -2.48
H -2.68 -1.62 -2.84
H -2.14 0.06 -2.98
H -4.65 0.53 0.74
H -5.25 2.78 1.51
H -3.64 4.65 1.22
H -1.46 4.24 0.15
H 0.91 3.95 -0.13
H 2.12 2.65 -0.22
H 0.92 2.64 1.09
H -0.73 3.92 -2.22
H -1.03 2.51 -3.27
H 0.62 3.11 -3.06
Cl 0.94 -5.57 -1.95
C 0.07 -4.92 -0.52
C -0.28 -3.46 -0.75
O -1.42 -3.20 -1.16
O 0.67 -2.65 -0.49
H 0.74 -5.02 0.33
H -0.83 -5.51 -0.39

=====

264
Properties=species:S:1:pos:R:3 method="wB97M-V/def2-TZVPD" total_charge=0 e_homo_ha=-0.3014 homo_lumo_gap_ha=0.314 fmax_ev_per_a=3.377 e_lumo_ev=0.353
C 4.44 -5.74 2.50
C 2.86 -5.76 2.63
C 2.31 -4.30 2.57
C 2.40 -3.77 1.14
C 1.57 -4.70 0.22
C 2.09 -6.15 0.23
N 2.20 -6.55 1.66
O 2.62 -7.90 1.68
C 0.94 -7.00 -0.37
C 3.41 -6.33 -0.52
C 2.52 -6.34 4.09
H 4.90 -5.10 3.26
H 4.78 -5.34 1.53
H 4.94 -6.70 2.59
H 1.27 -4.19 2.92
H 2.94 -3.77 3.34
H 3.46 -3.76 0.83
H 2.01 -2.77 1.05
H 1.61 -4.32 -0.82
H 0.52 -4.69 0.59
H 1.11 -8.06 -0.40
H 0.03 -6.97 0.20
H 0.71 -6.59 -1.37
H 3.27 -6.00 -1.54
H 4.24 -5.84 -0.12
H 3.68 -7.39 -0.71
H 3.06 -5.83 4.86
H 2.89 -7.37 4.05
H 1.49 -6.40 4.22
H 3.54 -7.87 1.44
C 1.61 1.47 0.58
C 0.79 0.26 0.20
C 0.15 -0.38 1.44
C -0.77 -1.54 1.15
C -1.88 -1.05 0.22
C -1.38 -0.30 -1.03
N -0.37 0.70 -0.62
O 0.17 1.21 -1.85
C -0.91 -1.32 -2.06
C -2.49 0.49 -1.58
C 1.82 -0.68 -0.49
H 0.97 2.27 0.93
H 2.23 1.84 -0.25
H 2.28 1.24 1.42
H 0.97 -0.44 2.16
H -0.52 0.37 1.78
H -1.22 -1.90 2.09
H -0.26 -2.41 0.72
H -2.51 -0.31 0.78
H -2.54 -1.85 -0.15
H -0.60 -0.92 -2.97
H -0.18 -2.02 -1.66
H -1.79 -1.94 -2.36
H -2.08 1.06 -2.40
H -3.30 -0.10 -1.99
H -2.83 1.24 -0.85
H 2.68 -0.64 0.21
H 2.21 -0.33 -1.43
H 1.45 -1.68 -0.64
H -0.09 2.16 -1.83
C 3.16 5.11 -0.51
C 3.15 6.52 0.17
C 1.75 7.04 0.36
C 0.93 6.28 1.42
C 1.58 6.30 2.78
C 3.12 5.93 2.65
N 3.74 6.69 1.55
O 5.09 6.28 1.47
C 3.89 6.31 3.96
C 3.39 4.43 2.50
C 3.94 7.47 -0.71
H 4.10 4.60 -0.29
H 3.04 5.29 -1.57
H 2.29 4.54 -0.17
H 1.74 8.12 0.63
H 1.16 6.92 -0.56
H 0.81 5.25 1.09
H -0.09 6.73 1.53
H 1.15 5.63 3.53
H 1.58 7.25 3.23
H 3.94 7.41 4.10
H 3.42 5.86 4.85
H 4.91 5.88 3.82
H 3.02 3.96 1.59
H 4.46 4.28 2.55
H 2.86 3.91 3.33
H 4.81 7.01 -1.18
H 4.21 8.43 -0.25
H 3.28 7.67 -1.55
H 5.59 7.04 1.09
C -2.18 5.50 -1.36
C -1.54 4.16 -1.96
C -1.03 4.34 -3.35
O -0.38 3.80 -1.15
H -2.72 5.26 -0.45
H -2.90 6.01 -1.92
H -1.43 6.19 -1.07
H -2.31 3.39 -1.98
H -1.86 4.61 -4.04
H -0.45 3.43 -3.69
H -0.27 5.11 -3.45
H -0.70 3.53 -0.28
C 6.85 -1.95 1.60
C 6.54 -2.80 2.87
C 7.42 -2.59 4.01
O 5.14 -2.63 3.23
H 6.20 -2.33 0.80
H 7.87 -2.20 1.30
H 6.83 -0.92 1.92
H 6.65 -3.86 2.58
H 7.17 -3.20 4.88
H 7.45 -1.51 4.31
H 8.43 -2.88 3.72
H 5.00 -1.94 3.89
C -5.01 0.19 2.40
C -5.58 -0.30 1.12
C -6.67 -1.33 1.34
O -6.10 0.83 0.42
H -5.77 0.48 3.10
H -4.36 1.07 2.18
H -4.36 -0.57 2.83
H -4.73 -0.71 0.50
H -6.24 -2.27 1.57
H -7.28 -1.42 0.44
H -7.35 -0.99 2.11
H -6.31 0.49 -0.43
C -6.57 4.25 -0.27
C -5.32 4.12 0.64
C -5.78 4.07 2.11
O -4.48 3.03 0.29
H -7.16 5.01 0.20
H -7.25 3.44 -0.38
H -6.27 4.56 -1.29
H -4.72 5.00 0.47
H -6.58 3.31 2.31
H -6.09 5.09 2.39
H -4.98 3.84 2.83
H -5.02 2.22 0.34
C 5.66 -2.88 -2.33
C 4.86 -2.92 -3.62
C 3.36 -2.66 -3.45
O 5.39 -2.08 -4.67
H 6.74 -3.09 -2.54
H 5.25 -3.75 -1.75
H 5.51 -2.02 -1.73
H 5.03 -3.93 -4.04
H 2.89 -3.12 -4.30
H 3.06 -1.63 -3.32
H 2.99 -3.18 -2.54
H 5.01 -1.16 -4.56
C -3.32 -3.09 3.50
C -3.12 -4.64 3.44
C -1.82 -5.09 2.75
O -3.09 -5.20 4.78
H -3.20 -2.78 2.49
H -2.58 -2.73 4.18
H -4.30 -2.88 3.93
H -4.05 -5.02 2.94
H -0.96 -4.69 3.32
H -1.72 -4.69 1.72
H -1.84 -6.17 2.71
H -3.99 -5.13 5.09
C -7.52 1.46 -2.76
C -6.12 1.48 -3.34
C -5.48 0.05 -3.50
O -5.78 -0.74 -2.32
C -5.58 -2.13 -2.23
N -5.99 2.10 -4.65
H -7.90 2.45 -2.49
H -7.62 0.97 -1.78
H -8.13 0.82 -3.38
H -5.46 2.04 -2.62
H -4.38 0.03 -3.63
H -5.91 -0.47 -4.34
H -4.68 -2.45 -2.81
H -6.43 -2.66 -2.66
H -5.43 -2.46 -1.23
H -6.66 1.80 -5.35
H -6.02 3.11 -4.54
C 3.01 0.23 3.64
C 3.15 0.05 5.12
C 2.19 -0.95 5.69
O 0.85 -0.53 5.27
C -0.19 -1.36 5.83
N 4.57 -0.47 5.33
H 2.01 0.63 3.41
H 3.23 -0.71 3.12
H 3.80 0.95 3.30
H 2.92 1.03 5.61
H 2.21 -1.19 6.77
H 2.38 -1.88 5.17
H -1.15 -0.86 5.71
H -0.04 -1.50 6.94
H -0.18 -2.35 5.40
H 4.74 -0.60 6.30
H 5.22 0.27 5.09
C -3.98 -6.34 -3.61
C -3.97 -6.05 -2.06
C -3.12 -7.06 -1.29
O -3.65 -8.34 -1.28
C -2.72 -9.41 -0.95
N -3.21 -4.80 -1.94
H -2.97 -6.62 -3.91
H -4.32 -5.44 -4.13
H -4.70 -7.12 -3.87
H -4.98 -6.11 -1.68
H -2.93 -6.62 -0.30
H -2.15 -7.07 -1.84
H -3.31 -10.19 -1.32
H -2.52 -9.43 0.11
H -1.79 -9.44 -1.55
H -3.69 -3.99 -2.33
H -3.02 -4.61 -0.94
C 0.61 0.39 -7.43
C 0.28 0.69 -5.98
C -1.19 0.92 -5.60
O -1.65 2.28 -6.02
C -2.98 2.39 -5.61
N 0.89 -0.40 -5.27
H 0.34 1.20 -8.08
H 0.02 -0.42 -7.90
H 1.68 0.15 -7.56
H 0.75 1.65 -5.66
H -1.39 0.76 -4.55
H -1.95 0.28 -6.10
H -3.18 3.46 -5.71
H -3.04 1.98 -4.62
H -3.62 1.79 -6.30
H 0.65 -0.39 -4.28
H 0.42 -1.23 -5.65
C -0.46 2.76 3.47
C -1.67 3.24 2.66
C -1.88 4.73 2.86
O -2.49 4.93 4.10
C -2.37 6.24 4.56
N -1.60 2.89 1.25
H -0.51 3.00 4.52
H 0.33 3.30 3.05
H -0.25 1.70 3.40
H -2.51 2.73 3.14
H -2.51 5.13 2.03
H -0.92 5.30 2.87
H -1.31 6.49 4.70
H -2.93 6.21 5.50
H -2.83 6.94 3.80
H -2.55 2.99 0.96
H -1.39 1.90 1.14
C 4.60 2.20 -2.17
C 3.60 1.70 -3.16
C 2.73 2.73 -3.78
O 3.55 3.66 -4.47
C 2.83 4.55 -5.28
N 4.26 0.91 -4.16
H 5.33 2.94 -2.63
H 5.23 1.34 -1.87
H 4.10 2.74 -1.37
H 2.85 1.08 -2.66
H 2.05 3.31 -3.14
H 2.07 2.20 -4.49
H 2.15 4.05 -5.99
H 3.45 5.28 -5.77
H 2.14 5.15 -4.66
H 3.65 0.73 -4.95
H 4.99 1.45 -4.62

=====

10
Properties=species:S:1:pos:R:3 method="wB97M-V/def2-TZVPD" smiles="CC(F)(F)C=O" total_charge=0 e_homo_ha=-0.3950 homo_lumo_gap_ha=0.402 fmax_ev_per_a=2.208 e_lumo_ev=0.201 e_above_lowest_kcal_mol=3.9
C 0.57 1.02 0.01
C 0.27 -0.48 0.18
F 0.40 -0.82 1.51
F 1.27 -1.23 -0.43
C -1.12 -0.79 -0.35
O -2.03 -0.36 0.32
H 0.55 1.32 -1.02
H -0.22 1.50 0.57
H 1.53 1.21 0.46
H -1.21 -1.39 -1.26